ORCA calculation (ωB97M-V/def2-TZVPD) on a single C8H5NO3 molecule.

Structure (XYZ):
```
17
Properties=species:S:1:pos:R:3:forces:R:3:lowdin_charge:R:1
O -2.2086 3.1621 -0.0486 -0.33 0.59 -0.09 0.21
C -1.9306 2.0287 -0.0335 1.02 -4.11 0.40 -0.32
O -2.9005 0.9514 0.0922 -1.66 -0.51 -0.09 0.07
C -2.3599 -0.3380 0.0124 1.04 -1.11 -0.49 -0.25
N -2.9357 -1.5046 -0.0990 2.20 2.66 0.44 0.06
O -4.2637 -1.4673 0.0134 -1.46 -0.35 -0.03 0.00
C -0.8975 -0.1957 0.0187 -0.84 1.57 -0.14 -0.11
C 0.1270 -1.1047 0.0530 0.18 -1.84 -0.10 0.01
C 1.4397 -0.5850 0.1111 0.28 -0.50 -0.16 -0.07
C 1.6569 0.7630 0.0774 0.87 2.26 -0.38 -0.08
C 0.6084 1.6690 -0.0513 0.15 -2.02 0.34 -0.01
C -0.6722 1.1932 -0.0295 0.38 0.76 -0.14 -0.08
H -4.4346 -0.5878 0.3461 -1.03 0.62 0.11 0.08
H -0.1719 -2.2131 0.0024 0.91 1.81 0.22 0.15
H 2.3972 -1.0951 0.1154 -0.61 -1.04 0.12 0.11
H 2.6734 1.2762 0.0646 -1.19 -1.39 0.11 0.14
H 0.8867 2.6426 -0.1905 0.10 2.60 -0.13 0.09
```
Forces are in eV/Å.

Calculated values
Energy relative to the best compared isomer or geometry (same formula, charge and spin) = 62.1 kcal/mol
SMILES string = O=C1O/C(=N\O)c2ccccc21
M = 163.13 g mol⁻¹